(1)
This record from the Open Molecules 2025 dataset describes a molecular structure, C23H22N6O5Sr at a distorted geometry. The level of theory is ωB97M-V/def2-TZVPD.

As for the strongest force on any atom: 0.0410 Eh/bohr. For the energy above the lowest of the compared OMol25 structures with the same formula, charge and spin, the calculation gives 131.4 kJ/mol. For the HOMO energy, the calculation gives -8.496 eV. The value obtained for the energy is -44221.826 eV. The LUMO energy is -0.34 eV.

Each line ends with the Mulliken charge.
Positions of all 57 atoms, in Å:
Sr 0.56544 -1.67503 -0.53559  1.7487
O -0.05722 0.49184 0.18408  -0.2121
O 1.02745 -0.85980 3.23728  -0.6764
O 2.73787 -0.79493 -0.50100  -0.3988
O -0.10884 -1.84189 1.54805  -1.1154
O -0.54329 -3.56391 -1.78732  -0.6367
N 5.48682 -2.64921 2.72062  -0.4642
N 1.97019 -3.81132 -0.11899  -0.6124
N 3.66345 -0.97162 0.36089  -0.4272
N -2.16180 1.19727 -1.44261  -0.6546
N -2.55707 -0.15654 -1.20113  -0.2708
N 0.33441 -1.23565 -3.03880  0.1215
C -1.51016 0.90377 2.04823  -0.7819
C -0.06647 -2.24424 -5.15021  -0.8988
C 4.68254 -2.43657 1.92681  -0.0257
C 0.11947 -2.33104 -3.77984  0.6709
C 0.12200 -3.68813 -3.06509  -0.5374
C -0.03322 -0.99582 -5.74955  -0.2471
C -2.41756 -0.08258 2.43088  -0.4026
C 0.90094 2.11249 3.41017  -0.0299
C -4.18869 1.55861 2.51966  -0.4175
C 2.80990 3.08763 1.66029  -1.0380
C 2.77489 3.55289 2.96219  -0.3914
C -1.95742 2.21784 1.91835  -0.0021
C 1.81422 3.05652 3.84307  -1.0035
C 1.88495 2.13601 1.22750  -0.0889
C -0.06635 0.58389 1.64663  3.5876
C 2.75638 -3.20957 0.47783  0.4954
C 0.36916 -0.03347 -3.62211  -0.6466
C 0.35180 -0.82863 2.23354  -0.1103
C 0.18275 0.13609 -4.98094  -0.9890
C -3.28704 2.54882 2.14523  -0.9298
C 0.92169 1.65076 2.09566  -0.8373
C 3.67496 -2.17720 0.92976  0.6442
C -3.74807 0.24950 2.66836  -0.8073
H -2.92505 1.85092 -1.31552  0.2410
H -2.72501 -0.25542 -0.20693  0.0900
H -1.83525 1.26987 -2.39536  0.2051
H 0.22057 1.12543 -5.41595  0.4344
H 1.93865 1.74959 0.22019  0.3970
H -3.61247 3.57745 2.04289  0.4022
H 0.56474 0.81523 -2.97265  0.7366
H -3.41149 -0.37059 -1.70087  0.2814
H -4.44323 -0.52221 2.97654  0.4179
H -5.22536 1.80925 2.70900  0.4213
H 1.78582 3.39919 4.87030  0.3987
H -0.24120 -3.13655 -5.73775  0.4169
H -0.17796 -0.89934 -6.81859  0.3969
H 1.15422 -4.01240 -2.91584  0.2545
H -0.71252 1.10990 -0.20952  0.4018
H 0.17142 1.71935 4.10833  0.4371
H -0.38798 -4.42082 -3.68632  0.4313
H -1.24608 2.98823 1.64064  0.4790
H -0.30989 -4.31951 -1.22544  0.3127
H 3.49530 4.28779 3.30005  0.3992
H 3.56297 3.44652 0.96949  0.4068
H -2.08825 -1.10869 2.54139  0.4237



(2)
This record from the Open Molecules 2025 dataset describes C12H9NO in the gas phase at a distorted geometry. The level of theory is ωB97M-V/def2-TZVPD.

As for the strongest force on any atom: 0.1213 Eh/bohr. The SMILES is OCC#Cc1ccc2ccncc2c1. For the energy above the lowest of the compared OMol25 structures with the same formula, charge and spin, the calculation gives 426.6 kJ/mol. For the HOMO energy, the calculation gives -8.633 eV. The value obtained for the energy is -16122.422 eV. The LUMO energy is -0.23 eV.

Each line ends with the Mulliken charge.
Positions of all 23 atoms, in Å:
O 5.09870 -0.78109 0.98084  -0.4951
N -3.61956 -1.46283 0.20632  -0.5786
C -0.06390 -0.77079 -0.34584  -0.4600
C -4.19470 -0.21360 0.39052  -0.2648
C 4.69232 0.09237 -0.13628  -0.5419
C 3.35407 -0.09502 -0.50213  0.5050
C -3.45570 0.95836 0.11651  -0.5012
C -0.97833 1.83268 0.18967  -0.4971
C -1.48836 -0.56432 -0.26197  0.8332
C -2.00345 0.79455 -0.05111  0.6079
C 0.78715 0.25768 -0.34020  0.4654
C 0.31676 1.57809 -0.14251  -0.8246
C 2.16597 0.04398 -0.54430  -0.5811
C -2.27822 -1.60624 -0.08518  -0.2007
H 0.21102 -1.88031 -0.85651  0.1151
H 4.87343 1.11080 0.06027  0.2584
H 4.40384 -0.58555 1.68385  0.3274
H -5.26936 -0.14274 0.55928  0.3536
H 5.26087 -0.35030 -1.14100  0.2281
H -1.84592 -2.66991 -0.35578  0.1814
H 0.99057 2.28606 -0.02798  0.5997
H -3.84338 2.05035 0.21956  0.2869
H -1.35529 2.82364 0.84420  0.1832



(3)
This record from the Open Molecules 2025 dataset describes a molecular structure, C50H56AlClN8O16P. The level of theory is ωB97M-V/def2-TZVPD.

As for the strongest force on any atom: 0.0096 Eh/bohr. For the HOMO energy, the calculation gives -4.100 eV. The value obtained for the energy is -125835.313 eV. The LUMO energy is 0.33 eV. Its net charge is -1.

Each line ends with the Mulliken charge.
Positions of all 133 atoms, in Å:
Cl 5.14867 2.44183 -4.22583  -0.5044
P 6.57963 -1.02339 -4.50665  0.0397
Al 5.24734 0.49409 -3.18122  -0.5011
O -4.01044 0.74652 4.69134  -0.6905
O 10.80551 3.40474 3.38192  -0.6376
O -1.99413 -3.19812 -6.44015  -0.6424
O -7.88138 -0.08014 0.62093  -0.5861
O -8.33383 6.95272 0.78252  -0.6258
O -9.26025 0.07459 -1.01292  -0.6244
O -0.97858 -2.31460 -1.73599  -0.5903
O 9.51592 1.84100 2.66855  -0.6082
O -2.81326 -2.79377 6.49450  -0.5746
O 3.61488 -0.06818 -2.96177  0.1446
O -2.33432 -3.12751 -0.27457  -0.6031
O -3.64901 -2.14162 8.35719  -0.5928
O 5.47937 -2.04216 -5.29693  -0.5336
O -0.43115 -1.72525 -6.32320  -0.5734
O -8.53401 4.81711 0.69766  -0.6122
O -5.63125 1.45804 3.48087  -0.5093
N -2.70644 -2.41026 7.63831  1.0090
N 7.17379 0.02512 -5.74322  -0.5150
N -5.18377 0.76533 4.37078  1.0751
N -0.94586 -2.70569 -6.80501  1.0936
N 9.98791 2.95483 2.60487  1.0450
N -8.17276 -0.19175 -0.55171  1.0350
N -1.65381 -2.22980 -0.73772  1.0803
N -7.91619 5.82633 0.95479  1.0516
C -2.39695 0.43608 1.76524  -0.3406
C -6.05164 4.40622 1.70308  -0.7724
C 9.67133 5.89496 0.33392  -0.3934
C 0.07306 -1.68119 10.00192  -0.4556
C -4.77540 4.27889 2.22847  0.0343
C 10.08427 5.09402 1.38640  -0.5281
C 9.54108 3.82817 1.49261  -0.1904
C -4.93558 -1.50848 -1.83151  0.0370
C 1.67056 -3.47175 -9.34067  -0.5339
C -0.22947 -3.36159 -7.92212  0.1649
C -6.10872 -0.10113 5.12017  0.0006
C -1.20836 -1.83786 9.49989  -0.3175
C 8.73750 5.42323 -0.58103  -0.5559
C -1.64688 1.48386 1.24535  -0.5801
C -5.21819 -1.62316 -3.18642  -0.7651
C -5.58158 -0.88934 6.12527  -0.3744
C 2.74785 -2.67124 -3.32780  0.1252
C -4.04235 5.41029 2.55841  -0.6580
C 1.12157 -4.58558 -9.96124  -0.4460
C 6.12615 0.75392 -1.43834  -0.6244
C -0.90234 1.31752 0.08599  -0.7170
C 6.55015 -0.47934 -0.61443  0.8516
C -0.27097 -2.51319 7.36393  -0.4112
C -0.11009 -5.08081 -9.55320  -0.3660
C -5.85078 6.82139 1.83952  -0.5331
C -6.55795 5.67757 1.52027  0.2031
C -2.41354 -0.78764 1.11077  -0.3382
C -7.13511 -0.69228 -1.46964  0.0723
C 1.17473 -1.93407 9.19512  -0.4407
C -4.57797 6.67768 2.36568  -0.3711
C 8.20621 4.14769 -0.44925  -0.5170
C 6.70972 -0.09262 0.85498  -0.9840
C -6.43881 -1.70475 6.83964  -0.2027
C 2.74035 -0.17593 -4.04820  -0.8018
C -8.29712 -0.90735 5.51393  -0.4755
C -7.44889 -0.08921 4.78541  -0.4286
C 1.00364 -2.34910 7.88132  -0.4612
C -1.65829 -0.92775 -0.04082  -0.1011
C 2.07307 -1.57279 -4.16495  0.1711
C 2.08743 -2.78229 -1.95126  -1.1941
C -7.79488 -1.70343 6.53591  -0.5269
C -0.79942 -4.46806 -8.51938  -0.4349
C -5.89745 -1.03425 -0.95466  -0.6884
C -1.34705 -2.25126 8.18939  0.1964
C -6.47007 -1.26968 -3.67226  -0.3921
C -7.44584 -0.79952 -2.81156  -0.5981
C 8.60948 3.33629 0.59920  0.3463
C 0.99196 -2.84510 -8.30782  -0.3013
C 5.58025 -1.65180 -0.77016  -1.3096
C -0.89825 0.09791 -0.56986  -0.4208
H 3.23730 0.07835 -5.00160  0.3711
H -6.04642 -2.32845 7.63038  0.4193
H 7.48098 3.77270 -1.15987  0.5772
H -2.95650 0.56730 2.68342  0.4685
H 1.39440 -1.98084 -7.80139  0.4562
H 7.37395 0.76404 0.93452  -0.0574
H 1.03363 -1.48375 -3.82908  0.2904
H -7.80699 0.53028 3.98116  0.4753
H 8.42398 6.05179 -1.40395  0.4047
H 8.21378 2.34269 0.71843  0.1294
H -0.53508 -5.95019 -10.03631  0.3586
H 7.01358 1.38190 -1.60769  0.0679
H -6.68843 -1.35895 -4.72767  0.3815
H 2.17286 -1.80424 9.59143  0.3806
H 7.13335 -0.89398 1.46978  0.4411
H 7.87008 -0.46413 -6.29134  0.2756
H 3.81280 -2.46544 -3.21647  -0.2210
H -6.29547 7.79087 1.67632  0.4550
H -4.52069 -0.85747 6.32312  0.4516
H 4.54587 -1.29742 -0.70930  0.1737
H -1.62930 2.43606 1.75998  0.4709
H -4.36709 3.29104 2.38495  0.4252
H 1.86220 -2.54318 7.25358  0.3845
H 10.08391 6.88933 0.22737  0.3601
H -8.42775 -0.51876 -3.16068  0.4601
H -0.43594 -2.83191 6.34606  0.4785
H 1.10104 -3.22875 -2.06731  0.3311
H -4.45669 -1.98809 -3.86316  0.6552
H 5.73901 0.18465 1.28297  0.3221
H 5.73858 -2.40447 0.01167  0.5510
H -3.04634 5.30399 2.96814  0.3899
H 2.67465 -3.40332 -1.26948  0.4146
H -6.64411 3.54165 1.44419  0.6558
H 10.80937 5.43077 2.11163  0.4423
H 1.98646 -1.77999 -1.52687  0.1318
H 0.20941 -1.35792 11.02476  0.3669
H 6.46201 0.36100 -6.38144  0.2061
H -0.31911 -0.06375 -1.46723  0.6409
H 5.70396 -2.15936 -1.73177  0.1855
H -2.08462 -1.64601 10.09992  0.4404
H -5.70170 -0.93159 0.10242  0.5861
H 5.41292 1.35381 -0.84951  0.3489
H -8.46855 -2.33766 7.09794  0.3746
H 4.60961 -1.64401 -5.35875  0.3155
H 1.94116 0.56984 -3.93588  0.2393
H 1.65886 -5.07340 -10.76366  0.3725
H -0.30981 2.13159 -0.30822  0.4420
H 2.03631 -1.87120 -5.21761  -0.3347
H -9.35177 -0.92297 5.27544  0.3901
H 7.53576 -0.79773 -0.97698  0.2122
H -4.00471 7.55774 2.62381  0.3717
H 2.66951 -3.63483 -3.84493  0.5230
H -3.96530 -1.79040 -1.45627  0.4099
H -1.75508 -4.83125 -8.17339  0.4555
H -2.98260 -1.62551 1.48618  0.5923
H 2.63240 -3.08971 -9.65369  0.3885



(4)
This record from the Open Molecules 2025 dataset describes 2 unconnected molecules or ions with the total composition C2H8NS at a distorted geometry. The level of theory is ωB97M-V/def2-TZVPD.

As for the strongest force on any atom: 0.0686 Eh/bohr. For the energy above the lowest of the compared OMol25 structures with the same formula, charge and spin, the calculation gives 176.0 kJ/mol. For the HOMO energy, the calculation gives -2.866 eV. The value obtained for the energy is -14528.269 eV. The LUMO energy is 4.31 eV. Its net charge is -1.

Each line ends with the Mulliken charge.
Positions of all 12 atoms, in Å:
S 0.72663 0.12556 -1.85623  -0.8495
N -0.72423 -0.34857 0.69856  -0.3181
C 0.06940 -0.92275 1.81276  -0.7496
C -1.06279 0.98862 0.99139  -0.6528
H 0.06010 -2.10004 1.90641  0.2120
H 1.15176 -0.78367 1.57108  0.2289
H -0.24064 -0.60853 2.83118  0.2824
H -1.02125 1.12074 2.15813  0.2729
H 2.17003 0.03398 -1.23351  -0.0014
H -2.05089 1.07184 0.59983  0.2381
H -0.31690 1.69917 0.45836  0.1772
H -0.34842 -0.39764 -0.30661  0.1600



(5)
This record from the Open Molecules 2025 dataset describes a molecular structure, C34H35N4S3W at a distorted geometry. The level of theory is ωB97M-V/def2-TZVPD.

Its spin multiplicity is 3. As for the strongest force on any atom: 0.0266 Eh/bohr. For the energy above the lowest of the compared OMol25 structures with the same formula, charge and spin, the calculation gives 102.5 kJ/mol. For the HOMO energy (spin up / spin down), the calculation gives -15.150 / -15.162 eV. The value obtained for the energy is -76094.847 eV. The LUMO energy (spin up / spin down) is -10.97 / -10.40 eV. Its net charge is +3.

Each line ends with the Mulliken charge.
Positions of all 77 atoms, in Å:
W -0.48675 -0.06415 0.44469  -0.0693
S -0.96941 -1.30882 -1.71415  -0.4959
S -3.99657 4.59373 -0.14717  -0.0233
S 4.00251 -3.46529 -0.83056  -0.0609
N -0.48475 1.91819 -0.34218  0.0289
N -0.06864 -3.16973 -0.04474  1.1445
N 1.45930 0.08136 -0.35587  0.4731
N -0.65782 -3.90276 -2.14448  -0.1648
C 0.72249 2.27711 -0.86907  0.1020
C 1.73372 1.29438 -0.92463  0.0857
C -2.35966 6.45718 -0.87452  -0.5714
C 2.22270 3.84465 -1.99881  -1.1526
C 2.95315 1.56509 -1.59840  0.5949
C -0.07674 4.50838 -1.34020  -0.7293
C -1.76347 2.50509 2.62843  -1.8046
C 0.09389 -4.53385 0.44732  -0.6245
C -1.02097 -1.14237 2.45855  0.7449
C -0.48316 -2.36054 3.13776  -1.7521
C 0.94906 3.57066 -1.40884  0.5165
C -2.56429 0.29431 1.45388  1.4264
C -1.31660 4.14924 -0.79234  0.4184
C 5.46887 -2.00124 -2.36085  -0.5623
C -0.32810 -5.29538 -1.86638  -0.7210
C 5.32825 -4.18242 -1.62365  -0.3408
C 4.35940 -1.90265 -1.54094  0.3989
C -1.62234 1.08377 2.20664  0.6123
C 3.84688 0.51410 -1.78119  -0.8157
C 3.53565 -0.76006 -1.28302  0.4847
C -2.39163 5.08615 -0.66545  0.4588
C 0.63353 -5.39271 -0.68816  -0.4564
C -0.52630 -2.92174 -1.27953  0.7036
C 0.34148 0.61802 3.82679  -1.9527
C -1.46131 2.81206 -0.35778  -0.1106
C -3.58396 7.07746 -0.62735  -0.6319
C 2.35091 -0.89140 -0.52772  -0.3654
C -0.66228 0.20019 2.80458  0.0213
C 6.01567 -3.28744 -2.39877  -0.6518
C -3.03205 -2.21205 1.11233  -1.7594
C -3.89792 0.74107 0.94565  -2.1073
C -2.16467 -1.07762 1.56532  1.6259
C -4.55992 6.19232 -0.23456  -0.3495
C 3.17578 2.88803 -2.09617  -1.1692
H -1.48016 6.99608 -1.17561  0.3863
H 0.01476 -2.37500 0.59562  -0.9606
H 5.86737 -1.18388 -2.93214  0.3968
H -2.50546 -3.16409 1.08810  0.1832
H -2.65479 2.98037 2.23230  0.3518
H -5.58096 6.41317 0.01252  0.4821
H 0.77380 -4.52933 1.29826  0.4406
H 1.07446 -0.16399 4.01763  0.4460
H 0.85523 1.53153 3.52707  0.4114
H 4.12200 3.10879 -2.56589  0.5026
H -0.92015 -3.27526 2.74543  0.3440
H 1.63261 -5.05336 -0.96908  -0.0163
H 0.70597 -6.42720 -0.35632  0.4399
H -1.25752 -5.83602 -1.65845  0.3378
H 6.88688 -3.54732 -2.97177  0.4502
H -1.84564 2.52216 3.71539  0.4644
H -0.87373 -4.93322 0.77493  0.3221
H -0.16896 0.83141 4.77108  0.3922
H 0.11397 -5.73957 -2.75870  0.4351
H -3.95349 0.78414 -0.14332  0.3787
H -4.16313 1.71379 1.35558  0.3696
H 2.13484 -1.85118 -0.06400  0.5318
H 4.76904 0.68811 -2.31213  0.5205
H -3.44635 -2.00510 0.12334  0.4447
H 2.39892 4.83592 -2.38576  0.5125
H -1.05826 -3.70102 -3.05136  0.2755
H -0.89365 3.10389 2.36350  0.3569
H -2.43624 2.49051 -0.01954  0.1227
H -3.87204 -2.32358 1.80066  0.4462
H 0.60804 -2.41957 3.11087  0.4590
H -3.75553 8.13398 -0.73067  0.4493
H -4.65571 0.02772 1.27098  0.5084
H 0.08400 5.49593 -1.74127  0.5125
H -0.76449 -2.30321 4.19273  0.4278
H 5.53040 -5.22594 -1.47446  0.4763



(6)
This record from the Open Molecules 2025 dataset describes 2 unconnected molecules or ions with the total composition C2H8BrNP at a distorted geometry. The level of theory is ωB97M-V/def2-TZVPD.

As for the strongest force on any atom: 0.0587 Eh/bohr. For the energy above the lowest of the compared OMol25 structures with the same formula, charge and spin, the calculation gives 42.1 kJ/mol. For the HOMO energy, the calculation gives -12.738 eV. The value obtained for the energy is -83017.303 eV. The LUMO energy is -4.20 eV. Its net charge is +1.

Each line ends with the Mulliken charge.
Positions of all 13 atoms, in Å:
Br 3.98821 0.25487 -0.10490  -0.0673
P 2.36119 -1.19187 0.07230  0.2036
N -1.91951 0.43506 -0.39108  -0.3114
C 0.48946 0.41961 0.22550  -1.1563
C -0.66637 -0.41918 -0.17553  -0.4588
H -1.71672 1.14798 -1.10496  0.3613
H 2.42110 -1.26266 1.47735  0.1176
H -2.16771 0.92232 0.47877  0.3602
H -0.47767 -0.93085 -1.12043  0.3952
H 0.50491 0.76329 1.24667  0.4120
H 0.81116 1.15660 -0.49387  0.4618
H -0.91193 -1.15778 0.58767  0.3177
H -2.71613 -0.13738 -0.69748  0.3645